Entry from OMol25: 3 unconnected molecules or ions with the total composition C2H12N2O2 in a non-equilibrium geometry (the ωB97M-V functional and the def2-TZVPD basis).

Computed properties:
Energy (hartree): -343.34833
SMILES: NCCN.O.O
F_max (eV/Å): 3.814
Relative energy (zero: lowest compared OMol25 entry of this formula, charge and spin) (kJ/mol): 117.61

Geometry (Å):
O (2.71, -0.30, -2.40)
H (2.91, -0.57, -1.53)
O (-3.57, 0.26, -1.60)
C (-0.46, -0.56, 1.13)
H (-1.35, -0.43, 1.76)
H (2.13, 1.62, 0.99)
H (0.16, -1.30, 1.64)
H (0.16, 1.33, 2.00)
N (1.71, 0.72, 0.90)
H (-2.66, -0.03, -1.57)
H (1.92, 0.14, 1.75)
H (-1.47, -2.00, 0.16)
N (-0.94, -1.22, -0.17)
H (-0.22, 1.36, 0.30)
H (-3.42, 1.16, -1.33)
H (-0.16, -1.55, -0.82)
C (0.20, 0.74, 1.09)
H (2.37, 0.61, -2.30)

Here are the Mulliken charges for atoms 1 to 8, given in e: -0.65 0.31 -0.66 -0.46 0.31 0.22 0.33 0.34